A molecular structure, C16H35FeNO6P2S3Se in a non-equilibrium geometry. Source: OMol25; level of theory: ωB97M-V/def2-TZVPD.

XYZ file:
```
65
Properties=species:S:1:pos:R:3:nbo_charge:R:1
Fe -0.114 -0.327 0.148 0.88
O 0.682 -1.730 1.410 -1.00
S 0.812 -0.530 2.311 2.56
O 1.443 -0.752 3.574 -0.95
O 1.497 0.424 1.378 -1.00
O -0.606 -0.041 2.370 -1.02
C -4.145 1.918 0.758 -0.61
C -2.735 1.393 1.040 -0.56
C -1.727 2.486 0.710 -0.61
P -2.355 -0.271 0.282 1.34
C -3.280 -0.490 -1.319 -0.58
C -2.796 0.409 -2.450 -0.61
C -4.813 -0.437 -1.251 -0.61
C -3.017 -1.578 1.426 -0.58
C -3.430 -2.865 0.711 -0.62
C -4.155 -1.122 2.344 -0.60
H -4.335 2.777 1.405 0.21
H -4.929 1.186 0.938 0.21
H -4.230 2.265 -0.272 0.20
H -2.633 1.178 2.105 0.25
H -1.719 2.733 -0.351 0.21
H -0.714 2.225 1.013 0.24
H -2.014 3.387 1.259 0.21
H -2.988 -1.512 -1.574 0.26
H -3.098 1.446 -2.296 0.20
H -3.243 0.071 -3.387 0.21
H -1.717 0.390 -2.565 0.24
H -5.176 0.584 -1.342 0.21
H -5.231 -0.863 -0.343 0.21
H -5.219 -1.004 -2.092 0.21
H -2.151 -1.789 2.059 0.29
H -4.390 -2.750 0.207 0.19
H -3.530 -3.656 1.455 0.23
H -2.691 -3.205 -0.009 0.24
H -5.076 -0.918 1.798 0.19
H -3.901 -0.245 2.935 0.21
H -4.366 -1.933 3.043 0.22
Se 0.576 3.325 -2.897 -0.26
C 0.327 1.887 -1.880 0.19
N 0.104 0.935 -1.249 -0.66
C 2.780 -4.053 1.965 -0.64
C 2.912 -3.799 0.475 0.14
C 3.394 -2.407 0.107 -0.64
O 1.720 -4.141 -0.266 -0.88
P 0.142 -3.958 -0.141 1.74
S -0.692 -4.532 1.484 -0.59
S -0.409 -2.155 -1.093 -0.45
O -0.316 -4.950 -1.311 -0.85
C 0.217 -5.228 -2.618 0.12
C 0.945 -6.562 -2.520 -0.62
C 1.097 -4.167 -3.255 -0.65
H 3.776 -4.017 2.410 0.20
H 2.350 -5.037 2.145 0.22
H 2.155 -3.308 2.448 0.25
H 3.632 -4.519 0.064 0.17
H 2.747 -1.627 0.497 0.25
H 3.456 -2.306 -0.978 0.21
H 4.393 -2.265 0.521 0.20
H -0.676 -5.348 -3.240 0.18
H 1.842 -6.446 -1.911 0.21
H 1.235 -6.918 -3.509 0.20
H 0.305 -7.308 -2.050 0.22
H 1.977 -3.960 -2.653 0.23
H 0.566 -3.233 -3.416 0.23
H 1.419 -4.552 -4.224 0.20
```

The expectation value of S² is 0.8582. For the calculated total energy, the calculation gives -6679.46215 a.u. Its spin multiplicity is 2. The HOMO energy (alpha / beta) is -5.4 / -5.3 eV. The net charge is -1.